116
Properties=species:S:1:pos:R:3:mulliken_spin:R:1 method="wB97M-V/def2-TZVPD" multiplicity=2 homo_energy_ev="-11.69 / -11.68" total_charge=+1 orbital_gap_ha="0.344 / 0.109"
C 0.154 -2.209 -0.233 0.01
O 0.750 -0.964 -0.524 0.45
C -0.250 -0.102 -1.215 0.08
C -1.403 0.396 -0.244 0.11
O -0.929 1.144 0.858 0.24
C -0.197 2.384 0.549 -0.02
C -0.127 3.348 1.714 0.00
O 0.841 3.057 2.666 0.00
C 0.317 2.174 3.597 0.00
H -0.542 -2.151 0.604 0.05
H 0.903 -2.789 0.307 0.03
H -0.461 -2.698 -0.988 0.02
H -0.767 -0.579 -2.047 0.00
H 0.191 0.848 -1.517 0.01
H -1.975 -0.370 0.280 0.00
H -2.125 1.054 -0.727 -0.01
H -0.874 2.912 -0.123 0.00
H 0.833 2.346 0.194 0.02
H -1.082 3.757 2.043 0.00
H 0.328 4.205 1.217 0.00
H 1.040 1.716 4.271 0.00
H -0.192 1.275 3.249 0.00
H -0.287 2.774 4.277 0.00
C -3.825 2.700 3.079 0.00
O -4.690 1.583 3.229 0.00
C -4.617 1.112 4.602 0.00
C -5.484 -0.047 5.122 0.00
O -5.186 -1.313 4.534 0.00
C -5.428 -1.246 3.083 0.00
C -4.294 -1.513 2.123 0.00
O -3.960 -2.897 2.066 0.00
C -3.324 -3.361 3.280 0.00
H -4.078 3.388 3.885 0.00
H -3.851 3.191 2.106 0.00
H -2.771 2.483 3.254 0.00
H -4.878 1.972 5.219 0.00
H -3.586 0.962 4.923 0.00
H -6.545 0.198 5.160 0.00
H -5.206 -0.204 6.165 0.00
H -5.971 -0.344 2.800 0.00
H -6.071 -2.107 2.899 0.00
H -3.397 -0.928 2.330 0.00
H -4.613 -1.097 1.168 0.00
H -4.066 -3.610 4.039 0.00
H -2.801 -2.503 3.704 0.00
H -2.655 -4.217 3.197 0.00
C 4.619 -0.396 -7.102 0.00
C 3.696 -1.164 -6.090 0.00
O 3.139 -0.334 -5.077 0.00
C 4.014 -0.009 -3.937 0.00
O 5.132 -0.405 -3.970 0.00
C 3.440 0.846 -2.836 0.00
F 2.380 1.552 -3.164 0.00
F 3.190 0.215 -1.699 0.00
F 4.485 1.657 -2.506 0.00
H 4.252 0.611 -7.300 0.00
H 4.775 -0.868 -8.072 0.00
H 5.620 -0.423 -6.671 0.00
H 4.130 -2.141 -5.881 0.00
H 2.940 -1.344 -6.854 0.00
C 6.479 -1.698 -0.629 0.00
C 5.341 -2.636 -1.065 0.00
O 5.207 -3.482 0.082 0.00
C 4.003 -4.013 0.292 0.00
O 2.977 -3.911 -0.347 0.00
C 3.947 -4.809 1.638 0.00
F 2.969 -4.364 2.384 0.00
F 3.792 -6.085 1.428 0.00
F 5.071 -4.679 2.348 0.00
H 6.706 -0.983 -1.420 0.00
H 7.434 -2.180 -0.424 0.00
H 6.158 -1.124 0.240 0.00
H 5.687 -3.035 -2.019 0.00
H 4.476 -2.031 -1.334 0.00
C 0.712 5.833 4.622 0.00
C 1.868 5.733 5.688 0.00
O 2.147 4.426 5.999 0.00
C 3.137 4.046 6.882 0.00
O 3.988 4.852 7.397 0.00
C 3.275 2.536 6.976 0.00
F 2.204 1.921 6.485 0.00
F 4.367 2.160 6.406 0.00
F 3.384 2.209 8.313 0.00
H 0.782 5.059 3.857 0.00
H 0.570 6.832 4.211 0.00
H -0.206 5.494 5.102 0.00
H 1.484 6.246 6.570 0.00
H 2.759 6.331 5.499 0.00
C -4.593 3.808 -4.268 0.00
C -3.819 3.503 -2.952 0.00
O -4.640 2.724 -2.049 0.00
C -4.560 1.369 -1.995 0.00
O -3.841 0.664 -2.731 0.00
C -5.585 0.792 -0.997 0.00
F -6.813 1.125 -1.379 0.00
F -5.459 -0.488 -0.827 0.00
F -5.441 1.392 0.151 0.00
H -5.371 4.541 -4.055 0.00
H -5.126 2.954 -4.686 0.00
H -4.004 4.305 -5.038 0.00
H -3.490 4.434 -2.491 0.00
H -2.936 2.962 -3.293 0.00
C 0.319 -3.224 -3.864 0.01
C 0.375 -4.664 -4.442 0.00
O 0.633 -4.858 -5.844 0.00
C 1.948 -5.191 -6.266 0.00
O 2.952 -4.963 -5.546 0.00
C 2.078 -5.579 -7.764 0.00
F 3.005 -6.564 -7.996 0.00
F 0.919 -5.855 -8.311 0.00
F 2.548 -4.508 -8.402 0.00
H -0.734 -2.949 -3.807 0.00
H 0.817 -2.393 -4.364 0.00
H 0.798 -3.090 -2.894 0.00
H -0.516 -5.235 -4.181 0.00
H 1.166 -5.190 -3.907 0.00



68
Properties=species:S:1:pos:R:3:nbo_charge:R:1 method="wB97M-V/def2-TZVPD" multiplicity=3 homo_energy_ev="-3.82 / -7.99" e_above_lowest_kcal_mol=0.0 orbital_gap_ha="0.156 / 0.257"
C 0.892 3.460 0.244 -0.26
C -0.017 2.977 -0.713 -0.15
C -1.153 2.397 -0.023 -0.40
H 0.037 3.128 -1.786 0.24
C -0.919 2.597 1.408 -0.36
C 0.374 3.249 1.533 -0.22
H 0.787 3.638 2.458 0.21
H 1.816 3.994 0.033 0.21
H -2.155 2.270 -0.432 0.26
H -1.732 2.594 2.129 0.24
Pt -0.442 0.468 0.831 0.15
C -1.338 -1.872 -3.995 -0.84
H -2.124 -1.510 -3.327 0.22
H -1.714 -1.820 -5.028 0.21
H -0.445 -1.237 -3.949 0.21
Si -0.367 -0.219 -1.461 0.94
C 1.356 -0.339 -2.195 -0.53
C 2.139 0.821 -2.194 -0.21
H 1.812 1.694 -1.625 0.22
C 3.312 0.884 -2.954 -0.22
H 3.870 1.819 -2.994 0.21
C 3.752 -0.236 -3.667 -0.21
H 4.648 -0.172 -4.290 0.21
C 3.028 -1.430 -3.585 -0.24
H 3.376 -2.313 -4.125 0.21
C 1.846 -1.495 -2.835 -0.15
H 1.279 -2.428 -2.780 0.20
C -1.357 0.878 -2.652 -0.49
C -0.821 1.414 -3.834 -0.22
H 0.197 1.154 -4.139 0.22
C -1.600 2.252 -4.644 -0.21
H -1.156 2.670 -5.545 0.21
C -2.922 2.542 -4.306 -0.22
H -3.513 3.217 -4.927 0.21
C -3.491 1.929 -3.188 -0.24
H -4.533 2.113 -2.930 0.21
C -2.728 1.066 -2.391 -0.16
H -3.191 0.563 -1.535 0.21
H -0.936 -1.572 -1.490 -0.23
H -1.048 -2.899 -3.710 0.20
C -1.019 -3.115 0.701 -0.97
P -0.025 -1.709 1.304 1.00
C 1.717 -2.097 0.910 -1.00
C -0.116 -2.059 3.105 -0.36
C -0.149 -3.348 3.640 -0.16
C -0.374 -3.535 5.004 -0.21
C -0.553 -2.434 5.841 -0.22
C -0.484 -1.136 5.326 -0.19
C -0.223 -0.951 3.963 -0.36
P 0.077 0.677 3.191 1.02
C -0.630 1.841 4.385 -0.97
C 1.880 0.913 3.404 -0.96
H -1.226 -3.029 -0.368 0.26
H -1.975 -3.132 1.241 0.25
H -0.494 -4.062 0.884 0.22
H 2.319 -1.182 0.950 0.25
H 2.094 -2.819 1.646 0.23
H 1.782 -2.525 -0.096 0.25
H -0.005 -4.217 3.001 0.20
H -0.397 -4.543 5.414 0.22
H -0.736 -2.579 6.905 0.22
H -0.642 -0.288 5.997 0.21
H -0.088 1.744 5.335 0.23
H -0.545 2.872 4.027 0.25
H -1.688 1.596 4.539 0.25
H 2.061 1.126 4.468 0.21
H 2.216 1.753 2.784 0.25
H 2.404 -0.004 3.112 0.25



9
Properties=species:S:1:pos:R:3:nbo_charge:R:1 method="wB97M-V/def2-TZVPD" homo_energy_ev=-9.22 e_above_lowest_kcal_mol=96.1 smiles="[O-][N+]#CO.N=C=O" orbital_gap_ha=0.329
O -0.080 -0.172 1.782 -0.48
N -0.870 0.124 0.872 0.10
C -1.851 0.167 0.242 0.52
O -2.706 0.611 -0.561 -0.67
H -2.560 1.046 -1.497 0.55
N 2.603 -0.908 -0.159 -0.75
C 1.709 -0.176 -0.446 0.87
O 1.029 0.658 -0.930 -0.55
H 2.726 -1.349 0.697 0.42



12
Properties=species:S:1:pos:R:3:nbo_charge:R:1 method="wB97M-V/def2-TZVPD" homo_energy_ev=-9.43 e_above_lowest_kcal_mol=65.2 smiles="NC(O)(O)C(=O)S" orbital_gap_ha=0.370
N 0.335 -0.954 -1.089 -0.86
C 0.556 -0.052 -0.055 0.57
O 0.611 -0.584 1.286 -0.72
O 2.037 0.501 -0.113 -0.77
C -1.121 0.749 -0.167 0.38
O -1.664 1.145 -1.126 -0.51
S -1.754 0.444 1.445 0.04
H -0.557 -1.443 -0.776 0.38
H 1.133 -1.710 -1.195 0.39
H 1.084 0.160 1.618 0.49
H 2.307 0.869 -0.962 0.49
H -2.967 0.875 1.135 0.12



91
Properties=species:S:1:pos:R:3:mulliken_charge:R:1 method="wB97M-V/def2-TZVPD" homo_energy_ev="-7.39 / -7.39" e_above_lowest_kcal_mol=44.2 orbital_gap_ha="0.203 / 0.203"
Tl 0.269 -1.693 0.347 1.49
O -2.031 0.118 4.310 -0.71
C -3.248 0.052 3.749 0.56
C -4.271 0.821 4.307 -0.62
C -5.542 0.777 3.780 -0.39
C -5.831 -0.045 2.695 -0.83
C -4.831 -0.799 2.127 -0.48
C -3.530 -0.757 2.633 0.21
C -2.457 -1.499 1.982 1.08
O -1.260 -1.403 2.363 -1.11
N -2.846 -2.321 0.983 -1.36
N -1.898 -2.913 0.337 0.90
C -2.025 -3.950 -0.416 -1.13
C -0.837 -4.606 -0.902 1.03
C -0.892 -5.771 -1.680 -0.91
C 0.283 -6.426 -1.999 -0.33
C 1.488 -5.928 -1.513 -0.97
C 1.457 -4.760 -0.768 -0.24
N 0.341 -4.117 -0.491 0.12
H -1.431 -0.466 3.791 0.24
H -4.026 1.452 5.146 0.47
H -6.320 1.383 4.221 0.41
H -6.831 -0.078 2.290 0.40
H -5.016 -1.425 1.267 0.44
H -2.996 -4.403 -0.605 0.37
H -1.849 -6.150 -2.007 0.44
H 0.264 -7.327 -2.599 0.44
H 2.427 -6.431 -1.689 0.43
H 2.357 -4.333 -0.348 0.61
S 2.533 -2.293 1.692 -0.44
C 3.053 -0.758 2.370 0.68
C 3.838 -0.865 3.524 -0.80
C 4.389 0.244 4.123 -0.69
C 4.156 1.503 3.585 -0.89
C 3.361 1.622 2.465 -0.28
C 2.808 0.510 1.827 -0.20
As 1.553 0.945 0.389 2.00
C 2.694 1.811 -0.927 0.58
C 2.095 2.507 -1.971 -0.50
C 2.871 3.148 -2.919 -0.76
C 4.253 3.089 -2.833 -0.69
C 4.852 2.364 -1.815 -0.79
C 4.078 1.716 -0.868 -0.86
C 0.685 2.453 1.283 0.31
C 0.710 3.756 0.800 -0.12
C 0.001 4.752 1.455 -0.75
C -0.731 4.454 2.592 -0.58
C -0.746 3.160 3.087 -0.56
C -0.047 2.164 2.431 -0.77
H 4.007 -1.852 3.930 0.47
H 4.995 0.132 5.010 0.39
H 4.587 2.381 4.040 0.42
H 3.167 2.605 2.044 0.42
H 1.012 2.531 -2.037 0.46
H 2.397 3.685 -3.726 0.50
H 4.864 3.597 -3.564 0.41
H 5.929 2.300 -1.758 0.43
H 4.539 1.137 -0.077 0.45
H 1.287 3.993 -0.087 0.40
H 0.009 5.764 1.073 0.45
H -1.299 5.229 3.086 0.40
H -1.308 2.931 3.980 0.45
H -0.076 1.143 2.800 0.17
C 3.664 -2.078 -1.572 -1.05
O 2.526 -1.245 -1.476 0.74
C 1.945 -0.929 -2.721 -0.13
C 0.973 -1.994 -3.235 -1.03
O -0.185 -1.944 -2.428 0.62
C -1.393 -2.203 -3.099 -1.06
H 4.472 -1.569 -2.112 0.29
H 3.438 -3.023 -2.077 0.26
H 3.988 -2.285 -0.552 0.23
H 2.727 -0.726 -3.463 0.62
H 1.354 -0.022 -2.552 -0.34
H 1.415 -3.000 -3.203 0.22
H 0.727 -1.766 -4.279 0.50
H -1.504 -1.553 -3.975 0.45
H -2.186 -1.980 -2.389 0.14
H -1.467 -3.252 -3.418 0.28
F -5.395 4.158 -2.916 -0.31
C -4.400 3.377 -2.471 0.54
C -3.181 3.330 -3.142 0.29
F -3.000 4.064 -4.250 -0.32
C -2.159 2.522 -2.673 -0.41
F -1.004 2.499 -3.363 -0.32
C -2.289 1.744 -1.513 0.03
S -0.992 0.776 -0.895 0.43
C -3.521 1.830 -0.850 -0.84
F -3.699 1.133 0.280 0.22
C -4.561 2.615 -1.316 -0.05
F -5.726 2.659 -0.654 -0.30



58
Properties=species:S:1:pos:R:3:nbo_charge:R:1 method="wB97M-V/def2-TZVPD" homo_energy_ev="-14.72 / -14.72" total_charge=+2 e_above_lowest_kcal_mol=16.5 orbital_gap_ha="0.247 / 0.247"
Ru -0.908 0.169 -0.257 -0.26
Cl -3.585 -3.345 5.703 0.10
C -3.154 -2.122 4.580 -0.04
C -2.577 -0.945 5.033 -0.17
C -2.234 0.056 4.131 -0.09
Cl -1.548 1.532 4.693 0.08
C -2.457 -0.123 2.780 0.36
O -2.140 0.878 1.880 -0.78
C -3.024 -1.314 2.319 -0.26
C -3.262 -1.583 0.908 0.50
O -2.741 -1.002 -0.043 -0.61
C -3.392 -2.305 3.228 -0.13
H -2.404 -0.795 6.090 0.27
H -3.966 -2.395 0.686 0.18
H -3.856 -3.219 2.879 0.25
C 4.493 -1.638 0.335 -1.17
Si 3.997 0.144 0.334 1.52
C 4.262 1.043 1.927 -1.17
C 4.362 1.100 -1.204 -1.17
Sb 1.290 -0.090 0.348 0.74
Si -0.250 -1.425 -1.980 1.53
C -1.370 -1.178 -3.449 -1.16
C 1.552 -1.385 -2.542 -1.17
C -0.523 -3.101 -1.187 -1.15
Si -0.317 2.022 -1.479 1.60
C 0.059 3.567 -0.522 -1.17
C -2.188 1.680 -1.726 -1.15
C 0.573 2.034 -3.106 -1.17
H 5.586 -1.677 0.399 0.29
H 4.211 -2.159 -0.580 0.26
H 4.102 -2.181 1.196 0.27
H 5.344 1.136 2.074 0.29
H 3.867 0.505 2.789 0.27
H 3.848 2.052 1.909 0.26
H 5.444 1.254 -1.264 0.29
H 3.897 2.086 -1.190 0.26
H 4.059 0.563 -2.103 0.26
H -1.143 -0.283 -4.025 0.24
H -2.417 -1.130 -3.139 0.25
H -1.271 -2.037 -4.118 0.27
H 1.868 -0.411 -2.915 0.24
H 1.701 -2.106 -3.352 0.28
H 2.246 -1.704 -1.753 0.22
H -1.323 -3.113 -0.450 0.24
H 0.391 -3.444 -0.695 0.24
H -0.774 -3.836 -1.956 0.27
H -0.123 3.450 0.544 0.26
H -0.557 4.399 -0.875 0.28
H 1.102 3.855 -0.676 0.26
H -2.827 0.904 -1.286 0.29
H -2.307 1.562 -2.803 0.29
H -2.635 2.619 -1.389 0.30
H 1.657 2.058 -2.963 0.26
H 0.307 2.947 -3.647 0.28
H 0.324 1.185 -3.736 0.25
F -2.467 3.000 1.085 -0.48
B -2.884 2.044 1.893 1.43
F -3.920 2.203 2.673 -0.45



These records have electronic energy values of -3952.363225 -2179.980398 -412.497857 -757.797033 -5751.851331 -3126.380174 Eh, in the order they appear.